Computed, not measured: a cluster of 2 separate species, C6H8N in total in a non-equilibrium geometry, with wB97M-V/def2-TZVPD.

As for the energy relative to the best compared isomer or geometry (same formula, charge and spin): 1019.04 kJ/mol. For the electronic energy, the calculation gives -7825.127 eV. The charge is +1. Its spin multiplicity is 1. The lowest unoccupied orbital energy (spin up / spin down) is -6.38 / -5.86 eV.

CARTESIAN COORDINATES (ANGSTROEM)
H1 -1.2937 -2.2080 1.1408
H2 0.1512 2.1574 0.2277
C1 -0.5056 0.4689 1.0495
N1 -0.2526 1.2903 -0.1736
H3 3.1731 -2.2229 1.3533
H4 -2.3035 1.7763 0.6164
H5 -2.0734 0.2677 -0.4731
H6 -0.2730 0.2961 -2.0487
C2 0.8982 -2.0280 0.9995
H7 1.3470 0.3390 -1.2184
H8 0.5940 1.7352 -2.1735
C3 -1.5993 0.9101 0.2090
C4 0.3856 0.8610 -1.4930
C5 2.1554 -1.8977 1.0747
C6 -0.4035 -1.7453 0.9092

Atoms 1-6, force components in eV/Å:
H -1.6 -1.1 0.7
H -0.6 -0.4 -0.8
C -0.2 -3.6 0.4
N 1.6 0.6 -1.1
H -1.0 0.5 -0.3
H 1.6 -1.9 -1.0

Computed, not measured: the ion C6H8N with charge +1 in a non-equilibrium geometry, with wB97M-V/def2-TZVPD.

As for the energy relative to the best compared isomer or geometry (same formula, charge and spin): 482.99 kJ/mol. For the electronic energy, the calculation gives -7830.683 eV. The charge is +1. The SMILES is C1=C[C@H]2[NH2+]CC=C12. Its spin multiplicity is 1. The lowest unoccupied orbital energy is -4.07 eV.

CARTESIAN COORDINATES (ANGSTROEM)
C1 0.2170 0.7041 -1.2970
C2 0.1980 1.2257 -0.0463
H1 0.0385 -1.1476 -2.3566
H2 0.8075 -2.1064 0.2373
H3 -0.7854 -1.8208 -0.1549
C3 -0.7541 1.7149 0.9299
C4 -0.7902 0.6364 1.7301
N1 0.1826 -1.2743 -0.0169
H4 1.6090 -1.0110 -1.5827
H5 -1.3570 2.6529 0.9751
H6 -1.4732 0.2449 2.4840
H7 1.3132 -0.3533 1.4722
H8 -0.1213 1.4284 -1.9773
C5 0.3219 -0.1628 1.0052
C6 0.5936 -0.7313 -1.4023

Atoms 1-6, force components in eV/Å:
C 0.8 2.3 2.6
C 0.4 -5.6 0.5
H 0.6 0.2 2.4
H -0.8 1.6 -0.3
H 2.1 2.1 0.7
C -1.2 1.6 1.3

Computed, not measured: a structure of composition C6H8N in a non-equilibrium geometry, with wB97M-V/def2-TZVPD.

As for the energy relative to the best compared isomer or geometry (same formula, charge and spin): 472.46 kJ/mol. For the electronic energy, the calculation gives -7825.104 eV. The charge is +1. Its spin multiplicity is 3. The lowest unoccupied orbital energy (spin up / spin down) is -3.20 / -9.01 eV.

CARTESIAN COORDINATES (ANGSTROEM)
H1 1.2287 2.1019 0.5600
H2 1.4372 -0.9849 -1.0347
H3 -1.8764 0.9135 0.7782
C1 0.1702 -0.9113 1.4501
C2 0.2294 1.4696 0.7713
C3 0.4123 0.3771 2.0897
C4 -1.0823 0.9996 0.1389
C5 0.5248 -0.4812 -1.0586
H4 -0.7741 -1.3906 1.8745
H5 0.9830 -1.6352 1.4752
H6 -0.1016 -1.0063 -1.6477
H7 0.7034 0.4705 -1.5834
N1 0.2515 1.5489 2.3576
C6 -0.0760 -0.0870 0.2609
H8 -1.2734 1.3995 -0.9178

Atoms 1-6, force components in eV/Å:
H -2.9 -1.2 -0.6
H 1.5 -0.9 0.5
H -1.9 0.5 1.8
C -3.9 -0.5 2.5
C 2.9 4.1 2.7
C 4.4 -6.8 0.3

Computed, not measured: an isolated molecule of C6H8N2 in a non-equilibrium geometry, with wB97M-V/def2-TZVPD.

As for the energy relative to the best compared isomer or geometry (same formula, charge and spin): 267.72 kJ/mol. For the electronic energy, the calculation gives -9328.933 eV. The charge is 0. The SMILES is C=C1[C@@H]2N[C@@H]2[C@H]2N[C@@H]12. Its spin multiplicity is 1. The lowest unoccupied orbital energy is 1.11 eV.

CARTESIAN COORDINATES (ANGSTROEM)
N1 1.0761 -1.4306 -0.8807
C1 -0.8411 -1.0843 0.7760
C2 0.2064 1.9469 -1.0903
H1 2.1937 0.2384 -0.0063
H2 -1.5282 -1.8728 0.7317
H3 -0.5069 0.4669 2.2058
H4 -2.1618 0.5018 -0.2830
H5 0.4261 -1.4057 -1.6558
H6 1.1400 2.3269 -1.4607
H7 1.1551 -1.8676 1.3424
C3 0.1019 0.7994 -0.4031
N2 -1.2163 0.0581 1.5673
C4 -1.2253 0.2702 0.1292
C5 1.2170 -0.1461 -0.1619
C6 0.6494 -1.3530 0.5271
H8 -0.6860 2.5515 -1.3376

Atoms 1-6, force components in eV/Å:
N 1.4 0.1 1.1
C 0.9 1.8 -0.9
C -0.9 -0.2 0.2
H 0.8 0.1 0.1
H -0.8 -1.2 0.2
H -0.4 -0.2 -1.2

Computed, not measured: an isolated molecule of C6H8N2 in a non-equilibrium geometry, with wB97M-V/def2-TZVPD.

As for the energy relative to the best compared isomer or geometry (same formula, charge and spin): 629.47 kJ/mol. For the electronic energy, the calculation gives -9325.184 eV. The charge is 0. Its spin multiplicity is 1. The lowest unoccupied orbital energy is -0.06 eV.

CARTESIAN COORDINATES (ANGSTROEM)
C1 -0.4728 0.0489 0.1839
N1 1.9895 -0.2588 0.8926
H1 -0.1745 -2.9822 -1.9210
N2 -0.0476 1.5609 -1.8223
H2 0.8795 1.4698 1.3061
H3 -2.5653 0.4661 0.0809
H4 2.7381 0.0355 1.5044
C2 -0.3210 -2.2222 -1.1816
C3 -1.7880 0.3529 0.8386
H5 -1.7306 1.2934 1.3945
C4 -0.2138 -1.0613 -0.7731
C5 0.8807 0.5385 0.7483
H6 -2.0769 -0.4513 1.5209
H7 0.7950 1.7096 -2.3845
C6 0.1924 0.7016 -0.9096
H8 1.9155 -1.2014 0.5219

Atoms 1-6, force components in eV/Å:
C 0.1 0.4 0.0
N 0.1 -0.4 0.8
H -0.3 -0.2 0.2
N -0.3 -1.1 -0.6
H -0.2 0.0 -0.4
H 0.0 0.0 0.1

Computed, not measured: an isolated molecule of C6H8N2 in a non-equilibrium geometry, with wB97M-V/def2-TZVPD.

As for the energy relative to the best compared isomer or geometry (same formula, charge and spin): 641.12 kJ/mol. For the electronic energy, the calculation gives -9325.063 eV. The charge is 0. The SMILES is C1[C@@H]2[C@@H]3[C@H]4[C@@H](CN32)N14. Its spin multiplicity is 1. The lowest unoccupied orbital energy is 0.98 eV.

CARTESIAN COORDINATES (ANGSTROEM)
H1 -1.0104 -2.1964 -1.0363
H2 1.7688 -1.7270 0.1186
H3 0.7420 2.2731 -0.7640
C1 0.4309 1.2217 -0.5974
N1 1.3714 0.4443 0.0937
H4 0.2307 1.1518 -1.8528
H5 -1.5612 -0.4379 2.0318
C2 -0.8956 1.0108 0.2656
C3 0.6568 -0.1726 1.2730
C4 0.9387 -0.9126 -0.0698
H6 -0.2363 -0.4869 -1.8727
H7 1.5674 -0.3658 2.0085
C5 -0.7147 0.0419 1.3087
H8 -1.6250 1.5942 0.0061
N2 -1.3277 -0.3256 -0.0863
C6 -0.3358 -1.1128 -0.8266

Atoms 1-6, force components in eV/Å:
H 3.1 2.8 0.7
H -1.6 1.5 -1.3
H 0.0 -0.2 1.3
C -2.3 4.3 -1.7
N 0.3 -0.5 -0.5
H 0.4 -1.0 3.4